# 1
87
Properties=species:S:1:pos:R:3 method="wB97M-V/def2-TZVPD" homo_energy_ev=-7.303 charge=0 homo_lumo_gap_ha=0.2712 multiplicity=1 energy_ha=-2511.011874 relative_energy_kcal_mol=0.00
C 4.6136 -1.6972 4.0132
H -2.8179 4.2465 0.0816
N 0.6174 -2.1525 -2.0555
C -2.6081 4.2946 1.1435
Pt 0.4286 1.2153 2.4477
H 1.1054 0.7621 4.8886
C -3.8056 -0.9957 1.1734
C 3.5021 -1.8036 0.2350
C -0.3600 2.4893 -0.6714
H 1.2264 3.6346 -4.0014
H -0.0146 -1.7995 -1.3398
C 0.1906 3.7645 -0.7819
H 5.4259 -2.7301 0.0517
H -5.5402 -1.3263 -0.0454
H -1.8500 4.4545 4.9386
C -3.2915 1.1616 -0.4971
H -3.0653 -1.7647 -3.0315
H -1.8888 -2.8602 -2.2986
H -3.8370 6.0177 1.4665
H 1.7487 -0.4860 -6.1787
C -0.5333 2.4156 3.6826
C 4.4443 -2.6021 -0.3862
H -3.3701 6.1292 3.8869
N 0.4877 -1.6935 3.4624
H 2.4992 -4.9353 2.7506
H 0.2672 1.3555 -3.8034
H 5.6841 -1.6620 4.1644
H 0.0397 -4.8291 2.3515
C 1.9038 -2.2703 -1.5173
C -4.4114 0.3714 -0.7102
C 0.5883 -3.9803 2.7353
H -1.9889 -0.4304 2.1884
O 1.7593 0.0609 1.2607
C 2.8645 -3.0693 -2.1413
H 1.1797 5.1671 -2.0612
H 2.3731 -1.4235 -3.9922
C 4.1184 -3.2315 -1.5830
O 0.0301 -0.8306 0.1883
C 2.4987 -0.5264 4.0189
H -2.0271 -1.2087 -1.7292
H 2.3850 1.4774 4.1804
C -2.9153 5.3504 3.2882
C -1.7580 3.3679 1.7367
C -2.7956 -0.5840 -5.2258
H -5.0806 0.5959 -1.5310
N 1.7446 0.6935 4.0949
C -0.3246 1.6274 -1.7655
H -0.6267 -0.0942 -6.7341
H -1.1637 -2.7209 2.8499
C -3.1799 5.2880 1.9221
C 2.2310 -1.6284 -0.3094
H -3.2751 0.0599 -4.4856
C -1.0173 -1.4335 -3.6427
H -4.0058 -1.8385 1.8228
C 0.3399 -1.6391 -3.3272
H 4.8452 -3.8613 -2.0809
H 2.6013 -3.5781 -3.0597
H -3.0891 1.9946 -1.1601
C 1.9314 -4.0350 2.9526
C 1.3304 -1.2935 -4.2448
H 4.3512 0.4017 4.4640
C 4.0058 -2.8546 3.6299
C 0.7817 3.3127 -3.0682
H -0.7286 0.6285 -1.6768
C 2.6047 -2.8852 3.4254
H 0.1774 4.4375 0.0675
C -1.3575 -0.8607 -4.8685
C -2.6841 -0.2096 1.3861
C -2.0721 4.4257 3.8799
H 3.7362 -1.2860 1.1560
H -3.3810 -1.5041 -5.2844
H -2.8577 -0.0873 -6.1931
C 1.2494 -0.7466 0.4133
O -0.3462 2.4004 4.8893
C -0.0923 -2.7743 3.0154
P -0.9978 1.9289 0.9262
C -0.3558 -0.5312 -5.7807
C -4.6686 -0.7072 0.1245
H 4.5806 -3.7563 3.4577
C -1.4853 3.4366 3.0982
C 1.8329 -1.7260 3.6450
C 0.9749 -0.7534 -5.4697
C 0.7561 4.1744 -1.9796
C -2.4236 0.8728 0.5519
C 0.2428 2.0377 -2.9623
C -2.0578 -1.8326 -2.6295
C 3.8505 -0.5220 4.1969

---

# 2
89
Properties=species:S:1:pos:R:3 method="wB97M-V/def2-TZVPD" homo_energy_ev=-6.950 charge=0 homo_lumo_gap_ha=0.2200 multiplicity=1 energy_ha=-2655.139230
C -2.6975 -3.3606 -3.7735
C 3.2920 -3.4520 1.4658
C -0.3762 0.7639 3.6760
C -2.1836 3.4048 -0.3741
H -2.5794 2.9756 -3.7085
H 5.1302 0.5233 -0.5289
H 0.6984 -0.2505 5.2569
C 0.2469 0.4920 -3.5469
C 4.3379 0.3976 0.2129
C -1.4987 -2.8727 -4.2392
H -1.6258 2.9792 0.4497
C -0.5679 -2.4014 -3.3143
C -2.7049 3.3940 -2.7166
C 4.0019 -3.3840 2.6555
C -3.7516 4.9953 -1.2560
H 2.3821 1.6382 -5.9078
C -3.0472 4.4695 -0.1803
C 1.0254 2.7663 3.6387
F 1.9134 -2.4753 -0.1633
C -4.1268 -3.9167 -1.8035
N 1.5243 -0.2050 1.3950
H 3.3474 -4.3212 0.8227
H -3.1745 4.8923 0.8086
H -0.7846 1.4262 4.4441
C -1.9060 -2.9375 -1.5372
C 2.7646 1.9965 -0.8960
N -0.7645 -2.4121 -2.0082
H 4.3511 2.5007 0.4280
H -4.4308 5.8256 -1.1086
H -0.1064 -2.6934 2.5012
H 3.4097 2.0486 -1.7758
H 1.6536 3.7908 -4.9336
H -4.1322 4.8615 -3.3585
H 2.2232 4.5418 3.7212
C 3.5861 1.7221 0.3652
C 1.6654 1.6542 -5.0968
C -1.0148 -2.9294 1.9615
H 3.6807 -0.3922 -0.1425
H 1.4276 -0.4786 -5.0504
H -3.4701 -3.7190 -4.4405
H -1.8991 1.4717 2.3126
H 2.0441 1.1942 -1.0495
N -5.1870 -4.3430 -2.4614
H 3.0972 -0.2548 3.5969
H 0.3631 3.1042 4.4276
C 0.0471 -0.5075 4.4197
C 2.8890 3.1542 2.2263
H 4.6183 -4.2127 2.9746
C 1.6546 1.0720 2.0171
C -3.2415 -3.7721 1.8831
C -1.5171 0.5226 2.6884
C -4.2730 -4.0061 -0.3840
C -2.9159 -3.4012 -2.3952
N -1.0976 0.7940 -0.8851
N -0.9853 -2.7182 0.6580
N -5.4389 -4.4970 -0.0129
Cd 0.1766 -0.7018 -0.2744
H 4.7936 0.0747 1.1486
H 4.4917 -2.1286 4.3206
H -1.2778 -2.8436 -5.2967
C 0.3408 2.8823 -3.5053
H 0.3867 -2.0096 -3.6481
C 0.8007 1.5174 3.0621
H -2.3382 -0.0085 3.1762
H -4.1376 -4.1685 2.3419
H 0.0286 3.8286 -3.0818
C 3.1354 -1.1547 2.9974
C -1.0682 1.6829 -1.7786
C 2.3554 -1.1986 1.8151
C 2.6971 1.9323 1.5884
C 1.1413 0.4666 -4.6041
C -2.1283 -3.4451 2.6227
H -0.1667 -0.4293 -3.1589
C -0.1598 1.6950 -2.9777
C -3.1993 -3.6124 0.4954
H 0.5981 -1.1855 3.7774
S -6.2714 -4.8129 -1.3608
H -2.1097 -3.5717 3.6960
C -2.0020 2.8566 -1.6429
C -3.5804 4.4534 -2.5205
C 1.2572 2.8602 -4.5469
C 2.0660 3.5816 3.2465
H -1.1879 -0.0590 1.8388
C 3.9231 -2.2152 3.4025
C -2.0428 -3.0703 -0.0834
H 2.2150 2.9340 -0.8081
C 2.5183 -2.3858 1.0795
H -0.8362 -1.0168 4.8147
H 3.7045 3.7931 1.9066

---

# 3
97
Properties=species:S:1:pos:R:3 method="wB97M-V/def2-TZVPD" homo_energy_ev=-6.906 charge=0 homo_lumo_gap_ha=0.2530 multiplicity=1 energy_ha=-3568.131608 relative_energy_kcal_mol=22.76
H 2.5659 -1.8310 -0.4181
N -0.9873 -0.8718 1.4485
H -6.0153 -1.0855 -1.8275
H -0.1782 -0.4323 5.2517
C 2.1192 -2.5681 5.8804
N 4.6627 1.0677 -4.5620
H -4.3968 0.7082 -1.2185
H 2.7488 -2.2533 7.9062
H 4.4982 -0.6160 7.2757
H 0.1803 -4.4661 -2.5198
N 1.9835 -0.1043 1.1109
C 0.6939 2.7737 4.6214
H 7.7724 -3.2787 0.4539
H -2.2634 -3.0191 -5.0983
C -0.8541 -0.6503 2.7113
C 3.7293 0.7362 -3.6491
H 4.2978 1.1506 2.8983
C 6.2063 -3.4410 1.9141
H -2.0795 -5.3306 1.6000
C -3.7811 -2.8524 0.0213
H 7.1323 -0.9777 -0.2099
C -0.0010 0.4800 4.6951
H -0.5699 -3.4188 2.1106
C 0.4172 2.8384 3.2819
C -0.0533 1.7067 2.5621
H -5.6044 -3.4005 -1.0048
H -0.1209 -1.4122 -4.7430
N 2.5959 1.4672 -3.6537
H -2.7128 3.9335 -2.1800
C 0.4824 1.9261 -2.6078
Mg 0.2195 0.3336 0.0494
C -1.8048 3.3688 -2.3377
C -3.4647 -4.1497 0.5011
H -0.6839 -3.7847 -4.9648
C -0.6016 -3.7634 -2.2239
C 3.2685 -1.2970 4.1877
C 5.1315 -2.8115 2.5245
C 2.2991 -2.2230 4.5454
Cl 0.8366 1.5373 7.0451
H 5.5426 0.5867 -4.5574
C -2.9305 -1.7666 0.3115
C -4.9261 -2.5887 -0.7675
C 2.3667 -1.2042 1.7679
C -2.3334 -4.3423 1.2391
C 1.7513 1.1333 -2.6936
C 4.0641 -0.7366 5.1843
O 2.7813 2.0713 1.0204
H 1.6916 -2.6795 3.7761
H -1.8325 2.4240 -0.3855
C 4.7681 -1.5202 2.1589
H -1.2766 -1.3764 3.4141
H 0.5865 3.7472 2.7201
C 3.8812 -1.0741 6.5139
C 3.5155 -0.8650 2.7514
N 3.5261 0.5748 2.6077
H 5.2267 0.1322 0.8606
N -0.2211 1.8122 -1.4802
H -2.1260 -4.9016 -3.2752
N -3.1735 -0.5034 -0.1343
H -0.7936 -3.8703 -1.1569
H 4.0853 -2.0973 -1.2048
C 6.5749 -1.4993 0.5579
C -0.7985 -1.8475 -4.0107
C -1.3321 2.5322 -1.3391
C -1.8223 -3.8649 -3.1284
H 4.5667 -3.3300 3.2881
H 1.3542 -3.2868 6.1469
H -2.6581 -3.3313 -2.6758
H 4.5220 1.8818 -5.1296
S 0.1057 -2.1110 -2.4508
O -0.2910 1.7776 1.3040
C 5.4989 -0.8699 1.1689
H 1.0754 3.6410 5.1447
C -1.4810 -3.2570 1.5474
C -5.1525 -1.3241 -1.2204
C -0.2510 0.5098 3.3110
C 2.7587 0.9717 1.5351
C 3.0328 -0.5593 -1.9540
C 0.0902 2.7488 -3.6506
N 3.1821 -1.6537 -1.1992
H -4.1283 -4.9735 0.2685
C -4.2316 -0.3079 -0.8701
C -1.7739 -1.9923 1.1164
H 4.8372 -0.0243 4.9196
C 0.4848 1.5845 5.3344
C 2.9016 -1.9931 6.8672
H -1.5533 -1.1095 -3.7318
N 3.9937 -0.2854 -2.8431
C -1.4175 -3.1775 -4.4290
N 1.9030 0.1639 -1.8043
O 1.9769 -2.3500 1.5444
C -1.0835 3.4722 -3.5149
C 6.9317 -2.7884 0.9272
H 6.4772 -4.4454 2.2130
H 0.7113 2.8152 -4.5309
O -0.5655 -1.2030 -1.4534
H -1.4229 4.1180 -4.3144